[1]
Entry from the Open Molecules 2025 dataset: a 2-piece molecular cluster, C2HF2IO overall in a non-equilibrium geometry (ωB97M-V/def2-TZVPD).

Properties
**Relative energy (zero: lowest compared OMol25 entry of this formula, charge and spin)**: 3.154 eV
**LUMO level (spin up / spin down)**: 0.07 / -0.37 eV
**Orbital gap (spin up / spin down)**: 8.41 / 7.78 eV
**E_HOMO (spin up / spin down)**: -8.342 / -8.147 eV

Geometry as ORCA input:
```
! wB97M-V def2-TZVPD RIJCOSX def2/J DEFGRID3
* xyz 0 1
I 0.5428 -2.5497 0.1170
F -0.8749 -0.5140 -1.2817
F -1.7534 -0.7541 0.5719
O 1.8495 1.3023 -0.1397
C 0.7827 1.3109 0.2623
C -0.5850 -0.8341 -0.0268
H 0.0383 2.0386 0.4969
*
```

natural (NBO) atomic charge list, values in e, 5 entries: atom 1 (I): 0.1330, atom 2 (F): -0.3613, atom 3 (F): -0.3427, atom 4 (O): -0.4241, atom 5 (C): 0.4356

[2]
Entry from the Open Molecules 2025 dataset: C30H52BrHgN3P2S as an isolated structure in a non-equilibrium geometry (ωB97M-V/def2-TZVPD).

Properties
**LUMO level**: -5.61 eV
**Orbital gap**: 7.32 eV
**E_HOMO**: -12.934 eV

Geometry as ORCA input:
```
! wB97M-V def2-TZVPD RIJCOSX def2/J DEFGRID3
* xyz 2 1
Hg 0.3656 -0.4248 -0.6511
Br 0.2872 5.4806 -4.7722
S -0.1481 -0.1982 2.1652
P 2.1548 0.7789 -1.5204
P -0.5547 -2.6269 -0.6240
N -4.8855 -0.6910 2.8415
N 0.7833 1.0169 4.3714
N -0.1311 -1.0552 4.7100
C 3.4811 3.2055 -1.5718
C -1.1681 -1.8836 -3.2718
C -4.9471 -0.7750 1.5111
C -0.3989 4.1738 -3.5839
C -1.1605 -2.0228 4.3557
C -2.1581 1.4859 0.4207
C 2.0106 -3.6452 0.0516
C -4.0288 -0.1326 0.6656
C -2.2450 -3.0761 -0.2318
C 2.7408 0.9986 -4.2391
C -2.5314 -3.2046 1.2563
C -3.9124 0.0380 3.4050
C -0.1583 4.2957 -2.2106
C -0.6507 3.3340 -1.3332
C -1.6545 2.1553 -3.2249
C 0.4138 1.4469 5.7396
C 0.1832 -0.0630 3.8176
C 2.7057 2.2581 -0.6650
C 1.6226 1.1329 -3.2229
C 0.5089 -3.8083 0.2247
C 1.5080 1.9624 3.5503
C -3.0506 0.7043 1.2510
C 1.0444 -1.6372 5.3965
C -0.3151 -2.8218 -2.4190
C -2.9664 0.7346 2.6528
C -2.1035 1.3514 -0.9348
C -1.1767 3.1213 -4.0898
C -1.4691 2.2820 -1.8273
C 4.7912 -0.1140 -1.6049
C 3.3638 -0.5881 -1.4567
H 0.1879 -4.7848 -0.1596
H -0.0114 2.4587 5.7011
H -0.3382 0.7643 6.1526
H -0.4217 3.3860 -0.2695
H 1.3825 -1.0416 6.2499
H -0.5333 -3.8716 -2.6193
H -2.2158 1.2886 -3.6054
H 2.3570 1.2196 -5.2394
H 4.3700 2.7272 -1.9950
H -3.5874 -3.4500 1.4031
H -2.4163 -4.0357 -0.7405
H 0.2398 -3.7711 1.2872
H -2.5018 0.4481 -1.4130
H 5.0692 0.5682 -0.8007
H 0.7788 -2.6371 5.7486
H -0.9658 -2.0640 -4.3322
H -5.7642 -1.3621 1.0778
H -1.9393 -3.9891 1.7361
H 3.8203 4.0755 -1.0042
H -1.9092 -1.5098 3.7309
H 1.8066 2.7443 -0.2650
H -2.9121 -2.3357 -0.6913
H -1.6551 -2.3962 5.2634
H 2.5144 -4.4936 0.5237
H 0.8237 0.4186 -3.4658
H -1.4943 2.1767 0.9494
H 2.3888 -2.7377 0.5297
H 3.2219 -1.0798 -0.4865
H -1.3973 3.0740 -5.1599
H 0.4036 5.1518 -1.8337
H 1.1422 2.1192 -3.2522
H 0.8493 2.3603 2.7657
H 1.8723 -1.7380 4.6784
H 3.5640 1.6893 -4.0351
H 2.3061 -3.6299 -1.0008
H 2.8731 3.5785 -2.4002
H 3.1151 -1.3440 -2.2172
H -3.8982 0.0927 4.5034
H 3.3163 1.9633 0.2027
H -4.1146 -0.2690 -0.4072
H 2.3668 1.4635 3.0747
H 0.7529 -2.6595 -2.6200
H 3.1378 -0.0198 -4.2580
H -2.2360 -2.0333 -3.0904
H 5.4707 -0.9676 -1.5697
H -2.3358 -2.2644 1.7808
H -0.9640 -0.8178 -3.0933
H 1.2812 1.4817 6.4093
H -0.7033 -2.8636 3.7939
H -2.2152 1.3358 3.1706
H 4.9461 0.3944 -2.5581
H 1.8541 2.7653 4.2065
*
```

Löwdin atomic charge list, values in e, 5 entries: atom 1 (Hg): 0.8618, atom 2 (Br): 0.7924, atom 3 (S): 0.6657, atom 4 (P): 0.8248, atom 5 (P): 0.7985

[3]
Entry from the Open Molecules 2025 dataset: C4H8O in the gas phase (ωB97M-V/def2-TZVPD).

Properties
**Relative energy (zero: lowest compared OMol25 entry of this formula, charge and spin)**: 0.285 eV
**SMILES**: CCCC=O
**LUMO level**: 1.06 eV
**Orbital gap**: 10.91 eV
**E_HOMO**: -9.854 eV

Geometry as ORCA input:
```
! wB97M-V def2-TZVPD RIJCOSX def2/J DEFGRID3
* xyz 0 1
O 2.0984 -0.7540 -1.3894
C 2.0468 -0.1930 -0.3206
C -1.7776 0.0128 0.2943
C -0.4703 0.0537 -0.4914
C 0.7638 0.1460 0.4012
H 2.9834 0.0917 0.2058
H -1.9042 0.9032 0.9212
H -2.6374 -0.0444 -0.3814
H 0.6891 -0.5568 1.2470
H -0.4724 0.9073 -1.1805
H -0.3776 -0.8401 -1.1167
H -1.8121 -0.8654 0.9501
H 0.8700 1.1388 0.8604
*
```

natural (NBO) atomic charge list, values in e, 5 entries: atom 1 (O): -0.5234, atom 2 (C): 0.4483, atom 3 (C): -0.6019, atom 4 (C): -0.4019, atom 5 (C): -0.5121

[4]
Entry from the Open Molecules 2025 dataset: a 5-piece molecular cluster, C29H65F9IN2O12P2SSi overall in a non-equilibrium geometry (ωB97M-V/def2-TZVPD).

Properties
**LUMO level**: -4.11 eV
**Orbital gap**: 7.02 eV
**E_HOMO**: -11.138 eV

Geometry as ORCA input:
```
! wB97M-V def2-TZVPD RIJCOSX def2/J DEFGRID3
* xyz 1 1
I -1.2204 4.4205 4.0943
S 3.0990 2.4955 7.1402
P -0.6981 4.5036 1.6389
P 3.0655 3.3188 -2.1575
Si -1.6374 1.5731 -4.5674
F 2.6066 4.0656 7.7344
F 1.2174 2.0622 5.2460
F 3.5871 2.1375 8.7487
F 4.5640 2.0055 4.2131
F 1.5118 1.9464 7.5862
F 4.6445 3.1639 6.8837
F 3.5495 0.9041 6.7145
F 1.8663 4.3348 5.5934
F 4.1182 4.3464 4.2588
O 4.5621 -3.8386 3.9375
O -5.3711 -0.8231 -6.4554
O -1.5620 2.3269 -2.9856
O 1.6432 -3.1333 0.5161
O -8.0497 -3.5383 -9.2698
O 1.9009 -0.5704 0.9367
O 4.6342 3.7340 -2.0448
O 4.0462 -0.1410 -1.1527
O 3.0333 2.4090 -3.6199
O 2.3803 4.8976 -2.6226
O 1.8249 -2.2119 7.4582
O 0.8371 5.2986 1.4484
N -0.4050 1.8836 2.3440
N 1.4783 1.6504 -0.2244
C 4.5922 -4.7602 5.0174
C 0.1636 0.6164 1.8333
C -2.5382 2.6892 -5.9093
C -0.6753 2.6647 1.0936
C 2.4299 2.9368 5.4682
C 2.8881 -0.0752 -1.7999
C 2.9773 -2.8298 1.1281
C -0.5684 -4.4923 0.6556
C -0.4185 3.2627 -2.8630
C 0.9867 -2.6296 9.6724
C 0.9174 -4.1325 1.3332
C 0.0265 0.8584 -5.2221
C -5.2306 -0.3401 -7.7833
C -6.4825 -0.6445 -8.5797
C 2.5802 2.6273 -0.5211
C 2.5632 2.9758 2.7983
C -2.3060 2.2988 0.8648
C 2.5930 1.4465 2.2614
C 1.4915 0.6396 -1.3839
C 1.6667 0.8705 1.1099
C 0.0601 2.2690 -0.2811
C 2.9229 -1.2377 1.6329
C -8.9838 -5.5788 -8.4074
C -0.2035 3.5269 -1.2638
C 1.8549 -3.1334 8.5381
C 3.7240 -4.2564 6.1517
C 3.4623 2.9846 4.2184
C -2.8265 0.0234 -4.3517
C -8.5962 -4.1454 -8.1083
H -1.4139 -3.7421 1.0126
H -3.0907 1.9025 -6.6163
H -0.0361 -0.3335 -5.2107
H -0.0462 -2.4941 9.3354
H -7.8414 -4.1099 -7.3171
H -0.5351 -4.4223 -0.5320
H -9.4643 -3.5637 -7.7833
H 4.8977 -2.9880 4.2686
H -3.3949 3.3488 -5.4471
H -7.3579 -0.1815 -8.1124
H 2.8689 -0.6632 -2.8416
H -0.8084 4.2938 -3.3219
H -5.5146 -1.7836 -6.5065
H -4.3528 -0.8103 -8.2371
H 0.6886 -0.2353 -1.2554
H 3.7857 -2.9884 0.2729
H 0.5050 4.4091 -0.9741
H -1.2944 1.6169 2.8653
H 2.3818 0.8361 3.2701
H -9.7229 -5.6199 -9.2140
H 4.2255 -5.7246 4.6537
H -2.4769 1.1403 1.0974
H 1.5395 3.4259 3.1096
H -1.7889 3.2729 -6.5929
H 1.4882 -4.0978 8.1744
H -6.6703 -1.7227 -8.6092
H 2.2900 3.5901 0.1299
H -0.9017 -5.5753 1.0021
H 3.7325 1.3275 1.9109
H -5.0588 0.7394 -7.7377
H 3.9945 -0.8010 1.3804
H 0.5228 2.9712 -3.4747
H -3.6344 -0.0500 -5.1947
H 0.3885 -0.0784 2.7791
H 1.5652 -5.1287 1.2767
H 2.6911 -4.1209 5.8147
H 1.3373 -1.6541 10.0247
H -8.7306 -3.5672 -9.9636
H -8.1129 -6.1506 -8.7441
H -2.9786 2.9032 1.6337
H 1.1371 1.1311 -2.4144
H -6.3922 -0.2744 -9.6048
H 2.1604 -1.3612 7.7893
H 3.1019 -3.5829 2.0151
H -3.2903 0.0413 -3.2516
H 2.8921 -3.2591 8.8638
H -9.4028 -6.0625 -7.5205
H 3.9064 1.8978 -3.7624
H -0.6129 1.3918 -0.7417
H 2.4671 5.0150 -3.6213
H -0.5394 -0.0432 1.1436
H 5.6293 -4.8859 5.3430
H -2.6370 2.4494 -0.2487
H 3.1514 3.7514 2.1066
H 0.7602 -3.7969 2.4547
H 4.0745 -3.2809 6.5040
H -2.1274 -0.9445 -4.3595
H 0.9722 1.1343 -4.5899
H 0.8255 6.1244 2.0265
H 2.7976 -1.3095 2.8175
H 0.9955 -3.3311 10.5113
H 0.1159 1.1733 -6.3548
H -1.2922 3.9764 -1.0294
H 3.6010 2.1768 -0.0882
H 3.7327 -4.9579 6.9906
*
```

Löwdin atomic charge list, values in e, 5 entries: atom 1 (I): 0.5244, atom 2 (S): 1.0820, atom 3 (P): 0.6188, atom 4 (P): 0.7674, atom 5 (Si): 0.4984

- Number 1 is which compound?
  C2HF2IO